# 1
Cl5NP2 in the gas phase in a non-equilibrium geometry. Source: OMol25; level of theory: the ωB97M-V functional and the def2-TZVPD basis.

Properties
**Lowest unoccupied orbital energy**: -1.80 eV
**SMILES**: Cl/P=N\P(Cl)(Cl)(Cl)Cl
**Largest force on an atom**: 0.050 hartree/bohr
**Molecular weight**: 253.22 u
**HOMO-LUMO gap**: 0.3076 Eh
**HOMO energy**: -10.17 eV

Structure (ORCA input):
```
! RIJCOSX wB97M-V def2-TZVPD def2/J DEFGRID3
* xyz 0 1
Cl 2.481 0.839 2.034
P 0.719 1.754 1.406
N 0.079 0.801 0.359
P -0.416 -0.398 -0.738
Cl -1.047 -1.871 -2.510
Cl 0.747 0.415 -2.296
Cl -0.072 -1.932 0.641
Cl -2.292 0.095 -0.680
*
```

=====

# 2
4 unconnected molecules or ions with the total composition C4H14O3 in a non-equilibrium geometry. Source: OMol25; level of theory: the ωB97M-V functional and the def2-TZVPD basis.

Properties
**Lowest unoccupied orbital energy**: 0.44 eV
**SMILES**: C=C(C)C.O.O.O
**Largest force on an atom**: 0.024 hartree/bohr
**Molecular weight**: 110.15 u
**HOMO-LUMO gap**: 0.3533 Eh
**HOMO energy**: -9.17 eV

Structure (ORCA input):
```
! RIJCOSX wB97M-V def2-TZVPD def2/J DEFGRID3
* xyz 0 1
C -2.524 -0.963 -1.656
C -1.871 -0.736 -0.528
C -1.893 0.566 0.228
C -0.900 -1.755 0.035
H -2.278 -1.814 -2.262
H -3.329 -0.380 -2.080
H -1.131 1.210 -0.190
H -1.590 0.512 1.278
H -2.845 1.082 0.122
H 0.123 -1.729 -0.344
H -1.208 -2.729 -0.325
H -0.885 -1.803 1.124
O 1.832 1.319 2.179
H 2.394 1.829 1.580
H 0.918 1.609 2.199
O 2.429 2.928 -0.263
H 2.278 2.050 -0.640
H 1.566 3.354 -0.266
O 2.747 -1.357 -0.339
H 3.155 -2.231 -0.353
H 3.014 -0.962 0.502
*
```

=====

# 3
C2HBr4N3 in the gas phase in a non-equilibrium geometry. Source: OMol25; level of theory: the ωB97M-V functional and the def2-TZVPD basis.

Properties
**Lowest unoccupied orbital energy (alpha / beta)**: -1.48 / -1.48 eV
**SMILES**: BrC1=NN(Br)N(Br)[C@H]1Br
**Largest force on an atom**: 0.041 hartree/bohr
**Molecular weight**: 386.67 u
**HOMO-LUMO gap (alpha / beta)**: 0.2667 / 0.2667 Eh
**HOMO energy (alpha / beta)**: -8.74 / -8.74 eV

Structure (ORCA input):
```
! RIJCOSX wB97M-V def2-TZVPD def2/J DEFGRID3
* xyz 0 1
Br 2.285 -1.831 -0.873
C 0.813 -0.819 -0.541
N -0.378 -1.222 -0.811
N -1.235 -0.277 -0.450
Br -3.025 -0.773 0.107
N -0.595 0.742 0.272
Br -1.084 2.578 -0.350
C 0.785 0.395 0.304
Br 1.105 -0.093 2.346
H 1.329 1.300 -0.004
*
```

=====

# 4
A molecular structure, C42H35Cl3N3O2PRb. Source: OMol25; level of theory: the ωB97M-V functional and the def2-TZVPD basis.

Properties
**Lowest unoccupied orbital energy**: -2.25 eV
**Largest force on an atom**: 0.003 hartree/bohr
**Molecular weight**: 836.56 u
**HOMO-LUMO gap**: 0.3057 Eh
**HOMO energy**: -10.57 eV

Structure (ORCA input):
```
! RIJCOSX wB97M-V def2-TZVPD def2/J DEFGRID3
* xyz 1 1
Rb 0.186 0.423 -0.164
C 4.773 -0.263 2.582
O 3.665 -0.210 3.510
C 2.552 -0.273 2.758
N 2.662 -0.278 1.495
C 4.098 -0.187 1.189
C 4.583 -1.270 0.254
C 5.835 -1.140 -0.342
C 6.340 -2.151 -1.144
C 5.590 -3.298 -1.372
C 4.337 -3.425 -0.792
C 3.839 -2.418 0.025
C 1.281 -0.340 3.525
C 1.298 -0.465 4.910
C 0.086 -0.557 5.574
C -1.088 -0.517 4.842
C -0.997 -0.375 3.463
N 0.160 -0.290 2.814
C -2.221 -0.301 2.624
N -2.270 0.129 1.434
C -3.670 0.021 0.988
C -4.391 -0.606 2.206
O -3.356 -0.716 3.215
C -3.778 -0.783 -0.287
C -4.506 -0.295 -1.365
C -4.623 -1.041 -2.531
C -4.007 -2.280 -2.628
C -3.278 -2.773 -1.554
C -3.165 -2.028 -0.390
H 5.299 -1.205 2.735
H 5.438 0.569 2.799
H 4.282 0.785 0.722
H 6.419 -0.242 -0.175
H 7.319 -2.045 -1.595
H 5.983 -4.087 -2.000
H 3.745 -4.315 -0.969
H 2.865 -2.523 0.484
H 2.239 -0.498 5.439
H 0.059 -0.660 6.650
H -2.056 -0.592 5.316
H -4.045 1.027 0.792
H -4.771 -1.605 2.002
H -5.187 0.017 2.607
H -4.986 0.674 -1.294
H -5.202 -0.656 -3.361
H -4.094 -2.862 -3.536
H -2.797 -3.740 -1.626
H -2.590 -2.416 0.444
Cl -0.362 3.852 -0.558
C 0.882 4.462 0.547
Cl 1.869 3.156 1.226
H 0.388 4.974 1.363
H 1.532 5.127 -0.008
Cl 0.348 -2.809 -1.057
C -0.074 -3.424 -2.638
C -0.082 -4.799 -2.798
C -0.425 -5.336 -4.028
C -0.749 -4.494 -5.082
C -0.723 -3.119 -4.905
C -0.382 -2.549 -3.678
P -0.455 -0.740 -3.379
C 1.319 -0.273 -3.292
C 2.385 -1.165 -3.347
C 3.690 -0.714 -3.193
C 3.946 0.632 -2.986
C 2.892 1.535 -2.940
C 1.591 1.083 -3.089
C -0.913 -0.087 -5.019
C -2.244 0.281 -5.210
C -2.672 0.760 -6.440
C -1.768 0.886 -7.484
C -0.438 0.531 -7.300
C -0.011 0.044 -6.074
H 0.173 -5.438 -1.963
H -0.439 -6.410 -4.159
H -1.018 -4.907 -6.045
H -0.976 -2.471 -5.733
H 2.203 -2.220 -3.510
H 4.509 -1.420 -3.224
H 4.965 0.978 -2.865
H 3.083 2.591 -2.795
H 0.769 1.795 -3.064
H -2.942 0.190 -4.386
H -3.707 1.043 -6.582
H -2.098 1.265 -8.443
H 0.268 0.632 -8.114
H 1.027 -0.232 -5.935
*
```

=====

# 5
A molecular structure, C58H51MnNP2S2Si2 in a non-equilibrium geometry. Source: OMol25; level of theory: the ωB97M-V functional and the def2-TZVPD basis.

Properties
**Lowest unoccupied orbital energy (alpha / beta)**: -3.13 / -3.01 eV
**Largest force on an atom**: 0.023 hartree/bohr
**Molecular weight**: 999.24 u
**HOMO-LUMO gap (alpha / beta)**: 0.2431 / 0.2601 Eh
**HOMO energy (alpha / beta)**: -9.74 / -10.09 eV

Structure (ORCA input):
```
! RIJCOSX wB97M-V def2-TZVPD def2/J DEFGRID3
* xyz 1 5
Mn -0.216 0.241 -0.654
C 3.178 -1.032 -2.044
Si 2.364 0.298 -0.990
C 3.185 0.269 0.708
C 4.552 0.452 0.898
C 5.100 0.428 2.173
C 4.283 0.210 3.274
C 2.922 0.003 3.107
C 2.381 0.030 1.823
P 0.596 -0.085 1.514
C -2.193 0.447 -0.038
C -2.542 1.334 0.986
C -3.863 1.628 1.296
C -4.892 1.033 0.582
C -4.584 0.146 -0.438
C -3.256 -0.138 -0.737
C -0.095 -0.648 3.107
C -0.803 0.313 3.827
C -1.307 0.029 5.090
C -1.103 -1.220 5.648
C -0.374 -2.178 4.953
C 0.133 -1.893 3.700
C 2.696 1.963 -1.835
C 3.812 2.113 -2.660
C 4.063 3.310 -3.315
C 3.195 4.381 -3.162
C 2.084 4.256 -2.341
C 1.837 3.058 -1.678
P 0.417 2.825 -0.564
C 1.011 3.390 1.053
C 0.092 3.770 2.034
C 0.526 4.090 3.311
C 1.877 4.031 3.623
C 2.797 3.670 2.651
C 2.369 3.355 1.369
C -0.852 4.026 -1.045
C -1.977 3.576 -1.730
C -2.960 4.472 -2.125
C -2.827 5.820 -1.836
C -1.712 6.278 -1.146
C -0.729 5.386 -0.750
H 4.264 -0.951 -1.957
H 2.917 -0.917 -3.098
H 2.912 -2.037 -1.710
H 5.200 0.630 0.047
H 6.162 0.581 2.309
H 4.710 0.196 4.268
H 2.288 -0.172 3.967
H -1.757 1.814 1.557
H -4.092 2.322 2.096
H -5.923 1.256 0.823
H -5.381 -0.335 -0.992
H -3.059 -0.864 -1.513
H -0.950 1.300 3.407
H -1.855 0.787 5.633
H -1.502 -1.448 6.628
H -0.203 -3.154 5.387
H 0.693 -2.654 3.187
H 4.492 1.284 -2.812
H 4.930 3.402 -3.956
H 3.380 5.310 -3.684
H 1.399 5.087 -2.231
H -0.960 3.840 1.789
H -0.191 4.395 4.061
H 2.212 4.281 4.621
H 3.852 3.635 2.886
H 3.095 3.079 0.615
H -2.094 2.520 -1.935
H -3.836 4.111 -2.647
H -3.598 6.517 -2.138
H -1.610 7.329 -0.913
H 0.130 5.744 -0.194
S -0.050 0.696 -3.138
C -1.382 0.289 -4.069
N -2.228 -0.708 -3.898
C -3.173 -0.977 -4.975
C -3.324 0.334 -5.740
S -1.755 1.223 -5.490
H -2.040 -1.414 -3.195
H -4.122 -1.310 -4.556
H -2.772 -1.769 -5.613
H -4.138 0.940 -5.347
H -3.486 0.163 -6.801
C -1.563 -3.885 -3.843
C -0.324 -3.259 -3.786
C 0.102 -2.671 -2.604
C -0.693 -2.706 -1.454
C -1.955 -3.305 -1.539
C -2.386 -3.891 -2.724
Si -0.012 -2.325 0.280
C 1.604 -3.311 0.378
C 2.584 -3.133 1.357
C 3.714 -3.938 1.414
C 3.892 -4.956 0.492
C 2.923 -5.174 -0.476
C 1.798 -4.366 -0.529
C -1.278 -2.997 1.495
C -2.412 -2.334 1.962
C -3.284 -2.957 2.841
C -3.045 -4.258 3.264
C -1.930 -4.939 2.797
C -1.058 -4.313 1.919
H -1.886 -4.368 -4.756
H 0.320 -3.246 -4.655
H 1.079 -2.216 -2.569
H -2.586 -3.354 -0.661
H -3.353 -4.377 -2.759
H 2.492 -2.348 2.089
H 4.455 -3.759 2.182
H 4.775 -5.580 0.531
H 3.039 -5.978 -1.190
H 1.056 -4.576 -1.287
H -2.609 -1.312 1.664
H -4.150 -2.418 3.201
H -3.726 -4.739 3.954
H -1.738 -5.955 3.116
H -0.185 -4.854 1.576
*
```

=====

# 6
C3H5BrSi in the gas phase in a non-equilibrium geometry. Source: OMol25; level of theory: the ωB97M-V functional and the def2-TZVPD basis.

Properties
**Lowest unoccupied orbital energy**: 0.60 eV
**SMILES**: C#C[C@@H]([SiH3])Br
**Largest force on an atom**: 0.095 hartree/bohr
**Molecular weight**: 149.06 u
**HOMO-LUMO gap**: 0.3804 Eh
**HOMO energy**: -9.75 eV

Structure (ORCA input):
```
! RIJCOSX wB97M-V def2-TZVPD def2/J DEFGRID3
* xyz 0 1
C 0.322 2.810 -0.196
C 0.636 1.654 0.113
C 0.985 0.258 0.454
Si -0.215 -1.196 -0.190
Br 2.859 -0.147 -0.057
H -0.077 3.639 -0.671
H 1.058 0.284 1.590
H 0.317 -2.330 0.673
H -0.378 -1.457 -1.635
H -1.496 -0.403 -0.251
*
```

=====

# 7
A molecular structure, C10H10BrLaNO3 in a non-equilibrium geometry. Source: OMol25; level of theory: the ωB97M-V functional and the def2-TZVPD basis.

Properties
**Lowest unoccupied orbital energy**: 2.00 eV
**Largest force on an atom**: 0.101 hartree/bohr
**Molecular weight**: 411.00 u
**HOMO-LUMO gap**: 0.2059 Eh
**HOMO energy**: -3.60 eV

Structure (ORCA input):
```
! RIJCOSX wB97M-V def2-TZVPD def2/J DEFGRID3
* xyz -1 1
C -0.515 0.442 1.989
C -0.869 -0.856 2.496
C 0.302 -1.466 3.021
H -1.872 -1.261 2.592
C 1.397 -0.626 2.720
C 0.883 0.584 2.124
H 1.494 1.477 1.950
H -1.224 1.178 1.615
H 0.365 -2.427 3.521
H 2.424 -0.788 3.075
La 0.224 -0.917 -0.250
Br -2.268 -1.351 -1.025
C 0.174 1.317 -3.565
C 0.995 2.272 -2.911
C 0.154 3.137 -2.158
H 2.071 2.373 -3.011
C -1.190 2.723 -2.350
C -1.178 1.587 -3.210
H -2.045 1.029 -3.550
H 0.530 0.557 -4.252
H 0.492 3.999 -1.590
H -2.059 3.225 -1.940
O 1.598 -4.283 1.609
N 0.444 -4.155 1.247
O -0.531 -4.805 1.512
O 0.206 -2.967 0.341
*
```

=====

# 8
C4H4O2S in the gas phase in a non-equilibrium geometry. Source: OMol25; level of theory: the ωB97M-V functional and the def2-TZVPD basis.

Properties
**Lowest unoccupied orbital energy**: 0.60 eV
**SMILES**: Oc1ccoc1S
**Largest force on an atom**: 0.048 hartree/bohr
**Molecular weight**: 116.14 u
**HOMO-LUMO gap**: 0.3315 Eh
**HOMO energy**: -8.42 eV

Structure (ORCA input):
```
! RIJCOSX wB97M-V def2-TZVPD def2/J DEFGRID3
* xyz 0 1
O -0.251 2.069 0.013
C -0.599 0.796 0.025
C -1.895 0.294 -0.037
C -1.773 -1.050 -0.035
O -0.457 -1.442 0.081
C 0.283 -0.280 0.026
S 1.994 -0.278 -0.108
H 0.745 2.068 0.011
H -2.824 0.857 0.010
H -2.510 -1.840 -0.130
H 2.249 -0.219 1.214
*
```

=====

# 9
CH3N5 in the gas phase in a non-equilibrium geometry. Source: OMol25; level of theory: the ωB97M-V functional and the def2-TZVPD basis.

Properties
**Lowest unoccupied orbital energy**: 0.05 eV
**SMILES**: [H]/N=c1/nn[nH][nH]1
**Largest force on an atom**: 0.072 hartree/bohr
**Molecular weight**: 85.07 u
**HOMO-LUMO gap**: 0.3485 Eh
**HOMO energy**: -9.43 eV

Structure (ORCA input):
```
! RIJCOSX wB97M-V def2-TZVPD def2/J DEFGRID3
* xyz 0 1
H -0.912 -1.305 1.620
N -1.481 -0.420 1.257
C -0.749 -0.172 0.247
N -1.135 0.891 -0.671
N -0.088 1.240 -1.290
N 1.054 0.551 -0.769
N 0.552 -0.558 0.074
H 1.757 0.362 -1.556
H 1.002 -0.588 1.088
*
```

=====

# 10
C4H6O2 in the gas phase in a non-equilibrium geometry. Source: OMol25; level of theory: the ωB97M-V functional and the def2-TZVPD basis.

Properties
**Lowest unoccupied orbital energy**: 0.85 eV
**SMILES**: O=C[C@@H]1C[C@@H]1O
**Largest force on an atom**: 0.029 hartree/bohr
**Molecular weight**: 86.09 u
**HOMO-LUMO gap**: 0.3833 Eh
**HOMO energy**: -9.58 eV

Structure (ORCA input):
```
! RIJCOSX wB97M-V def2-TZVPD def2/J DEFGRID3
* xyz 0 1
O 0.971 -0.197 2.264
C 0.839 0.181 1.133
C 0.587 -0.715 -0.098
C 0.136 0.112 -1.280
C -0.866 -0.425 -0.288
O -1.286 0.359 0.873
H 0.968 1.242 0.820
H 1.124 -1.663 -0.133
H 0.161 -0.277 -2.304
H 0.353 1.179 -1.236
H -1.656 -1.122 -0.554
H -1.298 1.327 0.801
*
```

=====

# 11
C7H9N5 in the gas phase in a non-equilibrium geometry. Source: OMol25; level of theory: the ωB97M-V functional and the def2-TZVPD basis.

Properties
**Lowest unoccupied orbital energy (alpha / beta)**: -0.22 / -0.22 eV
**Largest force on an atom**: 0.083 hartree/bohr
**Molecular weight**: 163.18 u
**HOMO-LUMO gap (alpha / beta)**: 0.3201 / 0.3201 Eh
**HOMO energy (alpha / beta)**: -8.93 / -8.93 eV

Structure (ORCA input):
```
! RIJCOSX wB97M-V def2-TZVPD def2/J DEFGRID3
* xyz 0 1
C 0.844 0.876 2.715
C -0.536 -0.655 2.326
C -1.930 0.463 -0.929
C -2.461 -0.622 -1.389
C -0.082 -0.641 -0.183
C 1.809 0.980 -1.115
C 0.981 -0.266 -1.263
N -0.012 0.070 3.328
N 0.990 0.685 1.451
N -1.784 -1.857 -1.122
N -0.716 -1.813 -0.568
N 0.071 -0.239 1.147
H 1.491 1.421 3.334
H -1.111 -1.574 2.451
H -2.110 1.479 -1.238
H -3.302 -0.913 -1.998
H 2.595 0.957 -0.411
H 1.093 1.719 -0.871
H 2.200 1.150 -2.111
H 1.665 -1.074 -1.404
H 0.305 -0.145 -2.151
*
```

=====

# 12
C4H10N4 in the gas phase in a non-equilibrium geometry. Source: OMol25; level of theory: the ωB97M-V functional and the def2-TZVPD basis.

Properties
**Lowest unoccupied orbital energy**: 0.84 eV
**SMILES**: C1=N\NCCCNN/1
**Largest force on an atom**: 0.150 hartree/bohr
**Molecular weight**: 114.15 u
**HOMO-LUMO gap**: 0.3296 Eh
**HOMO energy**: -8.13 eV

Structure (ORCA input):
```
! RIJCOSX wB97M-V def2-TZVPD def2/J DEFGRID3
* xyz 0 1
C -0.955 -1.482 0.393
N 0.285 -1.752 0.192
N 1.140 -1.165 -0.861
C 1.711 -0.005 -0.202
C 0.680 0.976 0.662
C -0.742 1.302 -0.117
N -1.294 0.203 -0.866
N -1.946 -0.784 -0.097
H -1.551 -2.316 0.972
H 2.060 -1.731 -0.885
H 2.499 0.543 -0.939
H 2.346 -0.400 0.660
H 1.359 1.820 0.692
H 0.676 0.514 1.629
H -0.506 2.094 -0.903
H -1.351 2.087 0.477
H -2.058 0.686 -1.527
H -2.354 -0.589 0.719
*
```